ORCA calculation (ωB97M-V with the def2-TZVPD basis set) on a 4-piece molecular cluster, C16H26ClF3O7 overall at a distorted geometry.

Each atom is followed by the atoms it is bonded to, with distances in Å.
CARTESIAN COORDINATES (ANGSTROEM)
1 O 2.1919 -0.4139 0.3363  C2 1.149
2 C 1.4358 -0.1834 -0.4969  O1 1.149, Cl3 1.811, C4 1.536
3 Cl 2.0026 0.7821 -1.9199  C2 1.811
4 C -0.0422 -0.6007 -0.5159  C2 1.536, C5 1.518, H16 1.106, H17 1.100
5 C -0.9113 0.6434 -0.4877  C4 1.518, C6 1.324, C14 1.518
6 C -2.1717 0.7552 -0.8760  C5 1.324, C7 1.513, C11 1.532
7 C -3.0670 -0.3388 -1.4158  C6 1.513, F8 1.340, F9 1.327, F10 1.325
8 F -3.0059 -1.4229 -0.6307  C7 1.340
9 F -2.7133 -0.7202 -2.6362  C7 1.327
10 F -4.3389 0.0329 -1.4334  C7 1.325
11 C -2.6087 2.2133 -0.7037  C6 1.532, O12 1.142, O13 1.387
12 O -3.6399 2.6608 -0.9060  C11 1.142
13 O -1.5118 2.9522 -0.2860  C11 1.387, C14 1.382
14 C -0.5234 2.0291 -0.0036  C5 1.518, O13 1.382, O15 1.150
15 O 0.4309 2.3316 0.5632  C14 1.150
16 H -0.1943 -1.1766 -1.4477  C4 1.106
17 H -0.3142 -1.2755 0.3096  C4 1.100
18 C 4.0466 1.5207 3.3014  C19 1.522, H22 1.094, H23 1.092, H24 1.092
19 C 4.0802 2.8974 2.6537  C18 1.522, C20 1.521, O21 1.425, H25 1.092
20 C 2.9969 3.8018 3.2219  C19 1.521, H26 1.094, H27 1.091, H28 1.092
21 O 3.9046 2.7666 1.2461  C19 1.425, H29 0.966
22 H 3.0879 1.0281 3.1137  C18 1.094
23 H 4.8227 0.8799 2.8778  C18 1.092
24 H 4.1988 1.5868 4.3808  C18 1.092
25 H 5.0593 3.3535 2.8120  C19 1.092
26 H 2.0046 3.3830 3.0318  C20 1.094
27 H 3.0265 4.7816 2.7422  C20 1.091
28 H 3.1179 3.9363 4.2989  C20 1.092
29 H 3.0406 2.3637 1.0921  O21 0.966
30 C 6.6535 -1.4381 0.9198  C31 1.521, H34 1.094, H35 1.091, H36 1.092
31 C 5.3131 -2.1097 1.1749  C30 1.521, C32 1.521, O33 1.428, H37 1.091
32 C 5.3467 -2.9497 2.4427  C31 1.521, H38 1.094, H39 1.091, H40 1.092
33 O 4.9727 -2.9374 0.0618  C31 1.428, H41 0.964
34 H 7.4422 -2.1850 0.7870  C30 1.094
35 H 6.6163 -0.8471 0.0033  C30 1.091
36 H 6.9314 -0.7819 1.7470  C30 1.092
37 H 4.5335 -1.3510 1.2585  C31 1.091
38 H 6.0920 -3.7465 2.3602  C32 1.094
39 H 4.3816 -3.4322 2.6075  C32 1.091
40 H 5.5855 -2.3391 3.3158  C32 1.092
41 H 5.6552 -3.6135 -0.0234  O33 0.964
42 C -7.0362 -0.9110 -4.2732  C43 1.521, H46 1.094, H47 1.091, H48 1.092
43 C -7.8948 -1.6292 -3.2430  C42 1.521, C44 1.521, O45 1.427, H49 1.091
44 C -8.9298 -0.6931 -2.6378  C43 1.521, H50 1.094, H51 1.091, H52 1.092
45 O -7.0630 -2.1556 -2.2104  C43 1.427, H53 0.965
46 H -6.4887 -0.0838 -3.8119  C42 1.094
47 H -6.2927 -1.5912 -4.6925  C42 1.091
48 H -7.6447 -0.5138 -5.0880  C42 1.092
49 H -8.3969 -2.4778 -3.7110  C43 1.091
50 H -8.4435 0.1412 -2.1238  C44 1.094
51 H -9.5321 -1.2180 -1.8945  C44 1.091
52 H -9.5945 -0.2894 -3.4040  C44 1.092
53 H -6.6119 -1.4150 -1.7874  O45 0.965

Multiplicity: 1
SMILES: O=C(Cl)CC1=C(C(F)(F)F)C(=O)OC1=O.CC(C)O.CC(C)O.CC(C)O
Maximum force: 0.08289 Eh/bohr
HOMO energy: -9.971 eV
Total charge: 0
Kohn-Sham gap: 8.4 eV
E: -52020.9669 eV
Lowest unoccupied orbital energy: -1.53 eV